ORCA calculation (ωB97M-V with the def2-TZVPD basis set) on 10 unconnected molecules or ions with the total composition C30H42N6O12 in a non-equilibrium geometry.

Structure (XYZ):
```
90
Properties=species:S:1:pos:R:3:forces:R:3:lowdin_charge:R:1
C 14.7312 9.8401 13.0265 0.34 -0.12 0.57 0.052
N 16.0422 10.4429 13.5180 -0.24 -0.59 -0.14 -0.424
O 16.5242 11.3937 12.9168 -0.45 -0.71 0.52 0.046
O 16.5166 9.8850 14.4945 0.09 0.73 -0.44 0.056
H 13.9337 10.5038 13.3664 0.10 0.01 -0.28 0.074
H 14.6160 8.8726 13.5429 0.12 0.48 -0.39 0.100
H 14.7779 9.7376 11.9413 -0.03 0.20 0.22 0.080
C 9.1403 10.6251 8.4892 -1.47 -0.94 0.23 0.080
N 8.2464 9.3701 8.6154 -0.09 0.71 -0.43 -0.437
O 7.6617 9.1458 9.6519 0.32 0.32 0.72 0.046
O 8.0810 8.7091 7.6242 0.29 -0.38 -0.89 0.051
H 9.0511 11.0301 9.4873 0.39 0.56 -0.04 0.077
H 8.6450 11.2117 7.6963 0.42 -0.14 0.50 0.112
H 10.1388 10.3072 8.2157 -0.09 -0.04 0.01 0.053
C 12.7394 17.4527 14.2694 1.03 -0.20 -0.27 0.059
N 12.3226 16.5412 13.1485 -0.03 0.39 -0.12 -0.423
O 11.7098 15.5370 13.4350 -0.10 -0.10 0.08 0.054
O 12.6715 16.8421 12.0177 -0.10 0.03 0.63 0.055
H 12.7608 18.4862 13.9159 -0.22 -0.33 0.03 0.101
H 13.7672 17.1258 14.4722 -0.09 0.17 -0.06 0.083
H 12.1850 17.2783 15.1828 -0.45 -0.06 -0.29 0.096
C 10.2795 6.7170 12.9373 -0.37 0.07 0.72 0.056
N 11.2553 6.5794 14.0963 -1.14 0.11 -0.65 -0.450
O 12.4015 6.8197 13.8536 1.56 0.26 -0.48 0.052
O 10.8276 6.3388 15.1977 -0.50 -0.23 0.15 0.073
H 10.0722 7.7934 12.9032 -0.17 -0.30 0.04 0.075
H 9.4063 6.1020 13.1584 0.05 0.34 0.16 0.092
H 10.7013 6.4166 11.9926 0.63 -0.14 0.01 0.080
C 6.6124 8.7839 12.8838 0.39 -0.43 -0.03 0.062
N 7.3626 8.2078 14.0518 -0.41 -0.23 -0.12 -0.445
O 8.2094 8.8924 14.5726 0.45 0.66 0.05 0.041
O 7.0771 7.0951 14.4287 -0.27 -0.32 -0.17 0.071
H 6.2139 7.9527 12.3022 -0.09 0.17 0.24 0.101
H 7.3347 9.3398 12.2997 0.01 0.22 -0.03 0.063
H 5.8410 9.4279 13.2951 -0.03 -0.02 -0.05 0.104
C 11.0276 12.2742 13.2648 -0.62 0.20 -0.46 0.059
N 10.6188 10.9889 12.5639 -0.03 0.93 1.91 -0.417
O 11.3971 10.0754 12.6114 0.76 -0.95 -0.43 0.043
O 9.5030 10.9348 12.1092 -0.29 0.09 -0.54 0.059
H 10.2081 12.5663 13.9401 0.32 -0.20 -0.44 0.109
H 11.1250 12.9718 12.4366 -0.03 0.32 0.22 0.071
H 11.9637 12.1840 13.8148 -0.15 -0.44 -0.22 0.078
C 14.4479 14.9861 16.3084 -0.25 -0.49 -0.50 -0.099
C 15.5521 15.8160 16.2382 0.69 0.02 -0.64 -0.102
C 16.3890 15.7368 15.1091 0.27 0.65 0.71 -0.091
C 16.0800 14.9086 14.0572 0.19 0.29 0.00 -0.097
C 14.9463 14.1434 14.0943 -1.31 -1.07 0.24 -0.102
C 14.1386 14.1233 15.2274 0.33 0.97 0.71 -0.084
H 13.8292 15.0062 17.1991 -0.08 -0.09 -0.10 0.097
H 15.8071 16.5243 17.0251 -0.15 -0.29 -0.03 0.104
H 17.3091 16.3263 15.0535 -0.39 -0.09 0.13 0.107
H 16.7147 14.8588 13.2032 0.41 0.01 -0.48 0.104
H 14.6766 13.5010 13.2578 0.19 0.11 0.07 0.088
H 13.2635 13.4910 15.3074 0.05 -0.01 -0.12 0.076
C 10.5973 10.4993 16.4067 0.64 -0.72 -0.03 -0.094
C 10.6434 11.7159 17.0588 -0.91 0.36 0.20 -0.113
C 11.8400 12.2170 17.5184 0.67 0.68 0.16 -0.114
C 13.0438 11.5315 17.3378 -0.01 0.31 -0.04 -0.114
C 13.0307 10.3074 16.7059 -0.88 -0.53 -0.34 -0.080
C 11.7894 9.7814 16.2642 0.44 -0.11 -0.33 -0.063
H 9.6618 10.0825 16.0359 0.25 0.08 0.13 0.084
H 9.7074 12.2616 17.2448 0.50 -0.13 -0.16 0.111
H 11.8549 13.2009 17.9771 -0.01 -0.11 0.13 0.097
H 14.0091 11.9459 17.6395 -0.44 0.04 0.07 0.108
H 13.9811 9.7928 16.5684 -0.37 -0.17 -0.08 0.104
H 11.7456 8.8040 15.7746 0.16 0.31 0.20 0.085
C 12.2706 11.9177 8.5415 -0.17 -0.92 -0.85 -0.124
C 12.7155 12.0276 9.8310 0.03 -0.72 0.21 -0.083
C 12.7927 13.3025 10.3466 0.01 0.30 0.46 -0.104
C 12.3865 14.4208 9.6254 -0.07 -0.34 -0.51 -0.060
C 11.9441 14.2825 8.2901 0.74 0.10 1.42 -0.065
C 11.9256 13.0027 7.7670 -0.41 0.39 -0.66 -0.099
H 12.1852 10.9505 8.0692 0.18 -0.29 0.07 0.085
H 12.9610 11.0968 10.3788 -0.02 0.89 -0.18 0.094
H 13.1745 13.4292 11.3430 0.07 0.23 0.36 0.079
H 12.4409 15.3669 10.1438 -0.05 0.19 -0.27 0.076
H 11.7120 15.1733 7.7281 -0.21 -0.06 -0.20 0.099
H 11.6224 12.8089 6.7392 0.02 0.21 0.14 0.108
C 13.4696 8.2139 7.5260 0.37 0.00 -0.42 -0.098
C 12.1772 7.8541 7.1150 0.73 -0.13 -0.66 -0.088
C 11.1585 7.8237 8.0363 0.20 -0.11 1.04 -0.108
C 11.4558 8.1131 9.3728 0.57 0.58 0.44 -0.093
C 12.7551 8.4245 9.8070 0.37 0.03 -0.78 -0.090
C 13.7931 8.4864 8.8540 -1.15 -0.15 -0.13 -0.087
H 14.2601 8.2875 6.7728 -0.27 -0.11 0.23 0.104
H 12.0050 7.5664 6.0645 0.06 0.32 0.62 0.114
H 10.1464 7.5520 7.7921 -0.09 -0.01 -0.29 0.087
H 10.6579 8.2051 10.0963 -0.15 -0.28 0.11 0.088
H 12.9933 8.6527 10.8482 -0.43 -0.15 -0.23 0.078
H 14.8091 8.7729 9.1040 -0.13 -0.08 0.13 0.103
```
Forces are in eV/Å.

Relative energy (zero: lowest compared OMol25 entry of this formula, charge and spin) = 0.0 kcal/mol
LUMO level = -0.002 eV
Orbital gap = 9.34 eV
Multiplicity = 1